Molecular formula: C4H34O13
Method: DFT, ωB97M-V/def2-TZVPD

Computed properties:
Kohn-Sham gap (alpha / beta) (eV): 2.49 / 9.04
Calculated total energy (eV): -31316.175
HOMO level (alpha / beta) (eV): -0.02 / -6.76
Expectation value of S²: 0.75
Lowest unoccupied orbital energy (alpha / beta) (Ha): 0.09082 / 0.08363

ORCA input file:
```
! RIJCOSX wB97M-V def2-TZVPD def2/J DEFGRID3
* xyz -1 2
C 2.0216 -1.5258 0.4555
C 1.3701 -0.9776 1.6566
C 1.9474 -0.8366 2.8816
C -0.0157 -0.5383 1.4861
H 1.3690 -1.8306 -0.3640
H 2.6658 -2.4265 0.5285
H 2.6696 -0.8387 -0.0886
H 1.4629 -0.2792 3.6807
H 2.9525 -1.1686 3.0967
H -0.3621 0.1630 2.3158
H -0.8868 -1.2344 1.5475
H -0.3390 -0.3109 0.4545
H 2.1193 2.0673 1.4630
H 0.5544 2.2957 1.2397
O 1.4454 2.5999 1.0155
H 0.6389 -3.4206 0.6886
H -0.4923 -3.7341 -0.3850
O -0.0074 -4.0575 0.3808
H 5.2927 -0.6567 -2.0565
H 4.2962 -0.2978 -1.0558
O 4.7577 -1.0997 -1.3699
H -1.8373 -1.6196 -1.1931
H -2.2987 -0.5010 -2.0604
O -1.4824 -0.8427 -1.6466
H -3.5181 -1.7491 2.8866
H -2.4435 -1.3304 3.9600
O -3.0870 -1.0070 3.3206
H -1.5900 2.0198 -2.9385
H -1.6800 3.0759 -2.0182
O -2.2207 2.7485 -2.7816
H -3.0585 0.9708 3.0369
H -2.4056 2.1871 3.6916
O -3.0784 1.9421 3.0448
H 1.8021 1.6283 -1.2369
H 2.5772 2.6989 -0.5939
O 2.7556 1.9372 -1.1861
H -0.0174 0.0476 -1.8984
H 1.4789 -0.2746 -2.2461
O 0.8126 0.4660 -2.1732
H 4.4826 1.8049 -2.0542
H 3.5546 1.6613 -3.1482
O 4.5064 1.6855 -3.0056
H -2.8422 -4.1886 0.9714
H -1.3712 -4.4498 1.6337
O -2.3027 -4.1736 1.7678
H -3.4623 1.1626 -3.3318
H -3.7673 1.1219 -1.8875
O -3.5495 0.5207 -2.6213
H -2.1859 3.1596 0.6006
H -3.2335 2.0328 0.4541
O -2.5286 2.4948 -0.0075
*
```

Results of the Löwdin charge analysis, in e, for atoms 1 through 4:
1. C -0.102
2. C -0.430
3. C 0.016
4. C -0.126

=====

Molecular formula: C4H35N2O12
Method: DFT, ωB97M-V/def2-TZVPD

Computed properties:
Kohn-Sham gap (eV): 10.07
Calculated total energy (eV): -32259.919
HOMO level (eV): -12.81
Lowest unoccupied orbital energy (Ha): -0.10070

ORCA input file:
```
! RIJCOSX wB97M-V def2-TZVPD def2/J DEFGRID3
* xyz 1 1
C 1.6907 -2.7143 -1.5096
C 0.7645 -1.4392 -1.7802
C 0.8937 -0.4699 -0.5812
N -1.5700 0.9735 -0.4925
C -1.5009 -0.1885 0.0973
N -0.2106 -0.5734 0.4374
H 2.5750 -2.4358 -2.0972
H 2.1048 -2.6955 -0.4964
H 1.1253 -3.5785 -1.7529
H -0.2215 -1.7433 -2.1305
H 1.0399 -1.0065 -2.7567
H 0.7798 0.5349 -1.0663
H 1.8972 -0.5063 -0.1777
H -0.8028 1.5426 -0.8307
H -2.5556 1.2585 -0.4663
H -2.2859 -0.7051 0.5917
H -0.1681 -1.3550 1.0686
H 1.0388 0.5587 2.2210
H 0.8848 1.4665 3.5537
O 1.4384 0.8735 3.0412
H 0.1186 -1.8617 3.8957
H -0.3546 -2.9543 2.7421
O -0.5345 -2.1661 3.2574
H -2.0936 -3.3797 -0.3206
H -0.6456 -3.6060 -0.6394
O -1.2962 -2.8955 -0.5774
H -2.1034 0.9697 -3.8622
H -1.6622 2.2210 -3.2560
O -1.2996 1.5034 -3.7977
H 2.3998 1.8492 2.0614
H 2.5191 3.0870 1.0286
O 2.8420 2.2103 1.2528
H -2.7084 -0.8957 -2.0765
H -4.2257 -0.4523 -2.4074
O -3.3514 -0.1831 -2.1167
H -1.5716 2.6625 2.4801
H -1.1527 1.1206 2.1996
O -0.9122 2.0708 2.1066
H -2.0172 3.1067 0.0024
H -2.0309 4.3615 -0.9715
O -2.3311 3.4558 -0.8438
H 0.4956 1.9635 -3.0280
H 1.5357 1.9193 -2.0656
O 0.5801 2.1333 -2.0741
H 2.9106 -1.2300 2.7482
H 2.8817 -2.2480 1.5363
O 2.5065 -2.0283 2.3909
H 4.0967 0.7686 -1.5703
H 3.3841 1.4558 -0.3663
O 3.2262 0.9991 -1.2141
H -2.6552 -0.5163 3.3759
H -1.3488 -0.9436 2.6292
O -2.1193 -0.2945 2.6078
*
```

Results of the Löwdin charge analysis, in e, for atoms 1 through 4:
1. C -0.059
2. C -0.204
3. C -0.166
4. N 0.185

=====

Molecular formula: C4H35NO13
Method: DFT, ωB97M-V/def2-TZVPD

Computed properties:
Kohn-Sham gap (eV): 9.88
Calculated total energy (eV): -32820.518
HOMO level (eV): -9.93
Lowest unoccupied orbital energy (Ha): -0.00204

ORCA input file:
```
! RIJCOSX wB97M-V def2-TZVPD def2/J DEFGRID3
* xyz 0 1
C 0.0235 0.9516 0.9173
O -1.0291 1.8657 1.0878
C -0.5900 -0.1493 0.0027
C 0.5551 -1.1424 -0.3177
C 0.0304 -2.5796 -0.3754
N -1.3743 0.3029 -1.2396
H 0.9863 1.5000 0.5879
H 0.3087 0.5006 1.9513
H -0.6378 2.7643 0.9295
H -1.3773 -0.6230 0.5869
H 1.0466 -0.8974 -1.2991
H 1.4547 -1.0440 0.4408
H 0.5078 -3.2422 -1.0500
H -1.0542 -2.6936 -0.5107
H 0.1786 -2.9061 0.7419
H -0.9745 0.9912 -1.7739
H -2.3012 0.6698 -0.9328
H -0.7394 -2.3163 3.8328
H -0.8317 -1.7270 2.5430
O -0.4383 -1.4548 3.4521
H 2.1041 -1.8729 2.0484
H 1.1228 -1.6741 3.1422
O 2.0502 -1.9851 3.0018
H 4.0909 -1.2412 -0.2151
H 4.0868 -2.7300 0.0947
O 4.6008 -2.1065 -0.3802
H 2.4829 1.2424 1.2911
H 3.1787 0.1724 2.0936
O 2.7055 0.2540 1.2742
H -1.4988 -0.7191 -3.8136
H -2.1668 -1.1174 -2.4186
O -1.9201 -1.3809 -3.3571
H 0.0344 2.9785 -0.5157
H 1.0197 2.8798 -1.8159
O 0.4398 3.5838 -1.1713
H 0.3610 -0.9378 -3.8801
H 1.7798 -1.2665 -3.7859
O 1.2570 -0.6022 -4.1458
H -3.3690 -1.7919 -1.2420
H -4.5643 -1.8102 -0.3800
O -3.8457 -2.4372 -0.6249
H 2.2323 0.8643 -3.4529
H 2.8748 0.7896 -2.0948
O 2.2437 1.3595 -2.6182
H -3.8060 1.0952 1.4465
H -4.7743 1.3042 0.3992
O -3.8342 1.3568 0.5203
H -2.1248 1.1628 2.0900
H -1.6713 0.6193 3.2128
O -2.5403 0.5058 2.6753
H 0.6798 3.7553 1.6268
H 1.5945 3.8085 0.2607
O 1.4696 3.4049 1.1831
*
```

Results of the Löwdin charge analysis, in e, for atoms 1 through 4:
1. C -0.231
2. O -0.118
3. C -0.298
4. C -0.221

=====

Molecular formula: C4H35NO13S
Method: DFT, ωB97M-V/def2-TZVPD

Computed properties:
Kohn-Sham gap (eV): 8.26
Calculated total energy (eV): -43654.546
HOMO level (eV): -8.89
Lowest unoccupied orbital energy (Ha): -0.02316

ORCA input file:
```
! RIJCOSX wB97M-V def2-TZVPD def2/J DEFGRID3
* xyz 0 1
C -0.8166 0.0511 -1.6068
N -0.1051 -0.7079 -0.5036
C -0.7205 -0.7081 0.8071
O -1.1090 0.7537 1.1423
C -0.1983 1.4820 -1.5662
C -0.9376 2.3543 -2.5533
S -0.1353 4.0235 -2.6862
H -1.7916 0.1610 -1.2944
H -0.6879 -0.6297 -2.5332
H 0.9471 -0.4285 -0.5548
H -1.8006 -1.0614 0.6838
H -0.2546 -1.1911 1.5449
H -1.1767 0.8759 2.0834
H -0.1938 1.9034 -0.5343
H 0.8630 1.5385 -1.5864
H -1.0571 1.7900 -3.5348
H -1.9632 2.4612 -1.9557
H 1.1581 3.5595 -2.6510
H -3.1923 1.3691 0.7233
H -3.7844 0.1507 1.3455
O -4.0221 0.9666 0.8360
H -0.4758 -4.1382 2.0747
H 0.4542 -3.5331 3.0677
O -0.4756 -3.7674 3.0197
H 0.4748 -0.9711 4.2694
H -0.8413 -0.4366 3.7897
O 0.0110 -0.6989 3.4610
H 0.2596 3.5159 1.2338
H 0.1067 3.3530 2.5952
O 0.7721 3.7096 1.9942
H 4.6176 -0.3940 0.7633
H 3.0567 0.2700 1.0546
O 3.9902 0.1433 1.1637
H 1.3800 -2.0076 2.3703
H 2.5775 -2.3017 1.3270
O 1.6471 -2.5427 1.5761
H 0.9676 1.1763 2.5443
H 1.9735 2.2770 2.3006
O 1.7274 1.3097 2.0912
H -1.4334 -2.3389 -1.9401
H -3.1076 -1.9444 -1.9445
O -2.3855 -2.5257 -2.1895
H 3.9112 1.0052 -0.9025
H 3.2711 0.0015 -2.1066
O 3.8326 0.6378 -1.8537
H -4.0925 0.3506 -2.3960
H -4.1671 1.0358 -0.9922
O -3.8767 1.1021 -1.9068
H 1.3764 -0.0915 -4.0921
H 2.4648 0.9124 -3.3903
O 1.8294 0.2567 -3.3626
H -0.2559 -3.6008 0.0583
H 1.0444 -4.1900 0.6841
O 0.3444 -4.2880 0.0323
*
```

Results of the Löwdin charge analysis, in e, for atoms 1 through 4:
1. C -0.192
2. N -0.040
3. C -0.178
4. O -0.131

=====

Molecular formula: C4H36N2O15
Method: DFT, ωB97M-V/def2-TZVPD

Computed properties:
Kohn-Sham gap (alpha / beta) (eV): 2.10 / 8.95
Calculated total energy (eV): -38424.130
HOMO level (alpha / beta) (eV): 0.02 / -6.83
Expectation value of S²: 0.75
Lowest unoccupied orbital energy (alpha / beta) (Ha): 0.07807 / 0.07781

ORCA input file:
```
! RIJCOSX wB97M-V def2-TZVPD def2/J DEFGRID3
* xyz -1 2
N -0.6299 1.9604 0.8604
C 0.4933 1.7677 -0.0287
C 1.3533 0.5422 0.2901
N 1.3336 -0.5703 -0.4401
C 0.7238 -0.7505 -1.7997
C -0.1607 -1.9530 -1.6969
O 0.4791 -3.1959 -1.3265
O 2.1724 0.6709 1.2375
H -0.4213 1.9738 1.8449
H -1.4040 1.3266 0.7070
H 0.1118 1.7930 -1.0440
H 1.2969 2.4967 0.1420
H 1.9686 -1.3263 -0.2456
H 0.1151 0.1314 -1.8545
H 1.4686 -0.6518 -2.5916
H -0.8935 -1.8325 -0.8987
H -0.7708 -2.1354 -2.5840
H 0.9268 -3.5665 -2.0973
H -1.7669 1.9816 4.3259
H -0.9036 0.8857 4.3206
O -0.8097 1.8580 4.2698
H -0.0828 -0.0504 -4.3999
H -0.6422 1.1103 -3.5382
O -0.7614 0.1814 -3.7516
H 0.5026 -1.3014 2.5714
H 0.3145 0.1657 2.9538
O -0.1694 -0.6588 2.8230
H -1.8551 -1.1185 2.0371
H -0.8699 -1.4718 0.9423
O -1.8078 -1.4780 1.1490
H -3.2157 2.7959 0.8330
H -4.6369 2.4717 0.2102
O -3.7069 2.6229 0.0282
H -1.8500 1.0943 -2.4624
H -2.8743 2.1041 -1.6587
O -2.6401 1.2172 -1.9235
H 3.9136 -0.0927 1.0838
H 5.2514 -0.9058 0.6494
O 4.4285 -0.5035 0.3788
H 2.6100 3.8231 2.0227
H 3.1163 2.2557 1.7760
O 3.2100 3.2066 1.6183
H 2.4053 -2.6850 1.1458
H 2.5456 -1.1899 1.7502
O 2.0927 -2.0403 1.8133
H 2.0746 1.1390 -4.3911
H 1.8291 2.2863 -3.4061
O 1.4131 1.8197 -4.1464
H -3.8257 0.6394 0.9777
H -4.6989 0.0082 1.8938
O -4.0733 0.7348 1.9081
H 1.8810 -4.5139 -0.1235
H 2.8466 -3.4039 -0.7540
O 2.6485 -3.9536 0.0056
H -2.9613 -1.2159 -0.3897
H -3.6491 -2.5817 -0.1780
O -3.4459 -1.9175 -0.8395
*
```

Results of the Löwdin charge analysis, in e, for atoms 1 through 4:
1. N 0.054
2. C -0.170
3. C -0.418
4. N 0.124